Molecular formula: C25H22F6N5O8PS3Ti
Method: DFT, wB97M-V/def2-TZVPD

Properties
Kohn-Sham gap: 5.30 eV
HOMO energy: -0.0601 Eh
ΔE to the lowest compared entry with this formula, charge and spin: 52.6 kJ/mol
E_tot: -4826.38289 Ha
Net charge: -2

CARTESIAN COORDINATES (ANGSTROEM)
Ti (-0.3818, 0.0822, 0.2923)
C (-2.0404, -0.2162, 4.4261)
C (-1.4108, -0.5027, 3.1034)
N (-0.7703, 0.4205, 2.4640)
N (-0.8666, 1.6774, 2.9333)
C (0.2257, 2.4347, 2.8030)
N (-0.0463, 3.7823, 2.8209)
S (1.8337, 1.9033, 2.7662)
C (-1.5206, -1.7982, 2.4407)
C (-2.0466, -2.9356, 3.0511)
C (-2.0697, -4.1283, 2.3534)
C (-1.5686, -4.1789, 1.0636)
C (-1.0839, -3.0106, 0.5043)
N (-1.0784, -1.8580, 1.1715)
H (-1.3907, 0.4530, 4.9886)
H (-2.2324, -1.1163, 5.0052)
H (-2.9850, 0.3156, 4.2774)
H (-0.9280, 4.0110, 2.3832)
H (0.7274, 4.3354, 2.4912)
H (-2.4332, -2.8892, 4.0571)
H (-2.4806, -5.0168, 2.8172)
H (-1.5725, -5.0891, 0.4822)
H (-0.7232, -2.9796, -0.5165)
F (-2.6007, 0.4910, -5.8530)
C (-1.2943, -0.0456, -5.8984)
F (-1.0846, -0.0829, -7.3115)
F (-0.5320, 1.1200, -5.5685)
S (-1.6234, -1.1823, -2.4834)
O (-0.6037, -0.4779, -1.4224)
O (-1.1694, -2.5607, -2.6122)
N (-2.9549, -1.3266, -1.4889)
S (-3.4934, -0.2610, -0.5554)
O (-2.4470, 0.4168, 0.2599)
O (-4.6371, -0.6615, 0.2100)
C (-4.0917, 1.1741, -1.5497)
F (-4.5463, 2.1480, -0.7536)
F (-3.0965, 1.6564, -2.2912)
F (-5.0862, 0.7962, -2.3553)
O (3.1121, -1.6881, 1.3340)
C (2.6193, -0.8309, 0.6408)
O (1.3265, -0.5886, 0.5982)
C (3.4760, 0.0493, -0.2615)
P (2.5750, 0.6002, -1.7747)
C (2.3706, -0.9320, -2.7363)
C (1.5370, -0.8550, -3.8545)
C (1.2953, -1.9724, -4.6372)
C (1.8734, -3.1872, -4.2940)
C (2.6818, -3.2818, -3.1711)
C (2.9341, -2.1583, -2.3931)
C (3.9043, 1.4568, -2.7102)
C (4.3421, 1.0682, -3.9742)
C (5.2960, 1.8162, -4.6531)
C (5.8389, 2.9547, -4.0780)
C (5.4113, 3.3514, -2.8173)
C (4.4479, 2.6150, -2.1477)
H (4.4091, -0.4814, -0.4519)
H (3.7091, 0.9524, 0.3103)
H (1.0348, 0.0724, -4.1138)
H (0.5934, -1.8791, -5.4574)
H (1.6596, -4.0715, -4.8827)
H (3.1109, -4.2360, -2.8865)
H (3.5646, -2.2499, -1.5166)
H (3.9318, 0.1793, -4.4342)
H (5.6136, 1.5016, -5.6401)
H (6.5823, 3.5353, -4.6110)
H (5.8187, 4.2447, -2.3592)
H (4.1002, 2.9514, -1.1764)
O (-0.5469, 4.0017, -0.5501)
C (-0.3561, 2.8605, -0.8791)
O (-0.1572, 1.8692, -0.0273)
H (-0.2938, 2.5370, -1.9303)

Forces on the atoms, in the same order (eV/Å):
Ti 0.73 -0.05 0.12
C 0.00 0.04 -0.01
C -0.03 0.13 0.18
N -0.26 -0.05 -0.16
N 0.12 0.01 -0.08
C 0.07 -0.03 0.05
N -0.07 0.01 -0.01
S -0.02 0.01 -0.02
C -0.04 -0.27 -0.11
C 0.03 0.05 0.03
C 0.02 -0.05 -0.08
C -0.03 -0.01 0.06
C 0.02 0.08 -0.02
N 0.02 0.18 -0.01
H 0.00 -0.01 0.00
H 0.01 -0.01 -0.01
H 0.00 0.00 -0.01
H 0.01 0.01 -0.01
H 0.02 -0.01 0.02
H 0.01 0.03 0.01
H 0.00 0.00 0.01
H 0.00 0.00 -0.01
H 0.00 -0.03 0.01
F 0.01 0.02 -0.01
C 0.02 -0.13 -0.01
F 0.00 0.06 -0.05
F 0.02 0.07 -0.01
S 0.11 -0.20 -0.37
O 0.08 -0.27 0.34
O 0.01 0.11 0.02
N -0.46 -0.02 0.09
S 0.01 0.03 0.16
O 0.02 0.03 0.03
O 0.00 -0.06 -0.02
C 0.00 -0.03 -0.02
F 0.01 0.00 -0.01
F -0.02 0.01 0.01
F 0.03 0.01 0.02
O -0.08 -0.04 -0.03
C 0.20 0.03 0.02
O -0.48 0.24 -0.30
C 0.01 -0.07 0.02
P -0.32 0.16 -0.22
C 0.00 -0.03 0.01
C 0.00 0.01 0.04
C -0.03 -0.05 0.01
C -0.03 0.00 -0.02
C 0.04 0.00 0.03
C 0.05 0.02 -0.04
C 0.23 -0.08 0.17
C 0.03 0.02 0.03
C 0.00 -0.01 -0.01
C 0.00 0.00 -0.01
C 0.01 0.01 0.01
C -0.02 0.01 0.00
H 0.01 0.05 -0.03
H -0.06 0.00 0.02
H 0.00 0.00 0.00
H 0.01 0.02 -0.01
H 0.00 0.00 0.00
H 0.00 0.00 0.00
H -0.01 -0.02 0.00
H -0.01 -0.01 -0.01
H 0.00 0.00 0.00
H 0.00 0.00 0.00
H 0.00 0.00 0.00
H -0.01 0.00 0.00
O -0.04 -0.01 0.03
C 0.15 -0.01 -0.12
O -0.05 0.11 0.22
H -0.06 -0.01 0.02

Results of the Mulliken charge analysis, in e, for atoms 1 through 2:
1. Ti 0.913
2. C -1.773